1.
8
Properties=species:S:1:pos:R:3:nbo_charge:R:1 method="wB97M-V/def2-TZVPD" multiplicity=3 max_force_ev_per_a=4.85 energy_ev=-19984.965 s_squared=2.01 lumo_ev="-0.64 / -2.95" relative_energy_kcal_mol=18.8 homo_ev="-8.24 / -10.51"
N 0.2798 -0.5571 -0.5144 -1.071
N -2.7042 0.2830 -0.0185 0.496
O -2.0017 1.2707 0.2188 -0.299
O -1.0074 -2.7623 -0.2541 -0.823
O -3.8909 0.2910 -0.2841 -0.220
S -0.7874 -1.5358 0.4577 1.118
H 1.2396 -0.8956 -0.6744 0.395
H 0.2325 0.4634 -0.3407 0.403

---

2.
27
Properties=species:S:1:pos:R:3:nbo_charge:R:1 method="wB97M-V/def2-TZVPD" multiplicity=1 max_force_ev_per_a=4.58 energy_ev=-27441.090 lumo_ev="-5.12 / -5.11" total_charge=+1 relative_energy_kcal_mol=153.2 homo_ev="-12.67 / -12.67"
C 0.8778 2.0279 0.9000 -0.046
C -0.4458 2.1934 1.1327 -0.019
C -0.1845 0.2125 0.2720 0.256
C -4.0321 1.5467 -1.2552 -0.310
C -2.9165 0.8819 -0.8888 -0.235
C 2.2049 0.2377 -0.1875 -0.266
C 3.9303 -2.3063 0.2320 -0.720
C -2.5321 0.8081 0.5223 -0.255
C 2.9075 -1.5260 0.9941 -0.130
N 1.0175 0.7610 0.3238 -0.381
N -1.0987 1.0351 0.7758 -0.275
O 3.1690 2.7074 -0.5489 -0.841
O 4.6554 0.6937 -0.8787 -0.825
S 3.4889 1.3252 -0.2653 1.924
H 1.6761 2.7160 1.0173 0.274
H -0.8326 2.9514 1.6699 0.243
H -0.2624 -0.8308 -0.1585 0.260
H -4.2626 1.4044 -2.3058 0.218
H -4.6754 2.1125 -0.6740 0.212
H -2.1469 0.5160 -1.5937 0.214
H 4.8070 -2.4700 1.0294 0.263
H 4.6256 -1.7350 -0.4382 0.299
H 3.6053 -3.2643 -0.0811 0.245
H -3.0730 1.4284 1.2184 0.240
H -2.7210 -0.1900 0.8967 0.229
H 1.8887 -2.0249 1.0476 0.215
H 3.1556 -0.8488 1.7813 0.212

---

3.
77
Properties=species:S:1:pos:R:3:lowdin_charge:R:1 method="wB97M-V/def2-TZVPD" multiplicity=1 max_force_ev_per_a=1.83 energy_ev=-54347.684 lumo_ev=-0.93 relative_energy_kcal_mol=35.0 homo_ev=-7.58
Pd 0.4132 0.8191 -0.3584 1.056
O 3.1717 4.3629 5.0151 -0.031
C 3.7802 3.3926 4.5316 -0.688
O 4.8266 2.8169 4.8721 -0.028
C 3.1265 2.8158 3.2521 -0.064
C 3.6587 1.7046 2.6161 0.073
C 3.0486 1.2123 1.4743 -0.186
N 1.9404 1.7707 0.9860 0.085
C 1.4322 2.8587 1.5768 -0.195
C 1.9997 3.4145 2.7049 0.071
C 0.2571 3.4013 0.8749 -0.191
C -0.4725 4.4891 1.3336 0.017
C -1.5335 4.9536 0.5828 -0.029
C -1.8354 4.3334 -0.6217 -0.032
C -1.0883 3.2409 -1.0019 -0.108
N -0.0694 2.7748 -0.2701 -0.022
C 3.6162 0.0992 0.6708 -0.232
C 4.4594 -0.8534 1.2403 0.000
C 4.9741 -1.8493 0.4331 -0.055
C 4.6420 -1.8581 -0.9160 -0.064
C 3.7919 -0.8710 -1.3855 -0.157
N 3.2760 0.0834 -0.6140 0.093
H 4.5677 1.2936 3.0356 0.123
H 1.6275 4.2984 3.2058 0.119
H -0.2030 4.9540 2.2698 0.121
H -2.1177 5.7953 0.9300 0.117
H -2.6449 4.6727 -1.2508 0.112
H -1.3040 2.7095 -1.9151 0.096
H 4.6856 -0.8159 2.2961 0.121
H 5.6262 -2.6065 0.8486 0.110
H 5.0390 -2.6026 -1.5928 0.101
H 3.5092 -0.8456 -2.4324 0.099
C -1.4570 0.4642 2.3922 -0.063
C -2.5437 -0.4783 1.8752 -0.343
C -3.8481 0.3126 1.7136 -0.056
C -2.3125 -1.2642 0.5850 -0.142
C -2.5140 -2.6420 0.5599 -0.053
C -2.6017 -3.3372 -0.6379 -0.108
C -2.5940 -2.6293 -1.8315 -0.063
C -2.3702 -1.2543 -1.8535 -0.157
C -2.6928 -0.4490 -3.1133 -0.351
C -1.5733 0.3530 -3.7753 -0.073
C -3.8768 0.4734 -2.8023 -0.055
C -2.0790 -0.6092 -0.6360 -0.316
O -1.6265 0.6665 -0.6148 -0.235
H -1.7321 0.8011 3.3947 0.088
H -1.3876 1.3479 1.7596 0.051
H -0.4803 -0.0023 2.4531 0.048
H -2.7145 -1.2411 2.6428 0.130
H -3.7353 1.0603 0.9261 0.076
H -4.0886 0.8340 2.6433 0.080
H -4.6869 -0.3375 1.4607 0.083
H -2.6507 -3.1699 1.4988 0.115
H -2.7751 -4.4068 -0.6385 0.099
H -2.8212 -3.1452 -2.7601 0.108
H -3.0373 -1.1825 -3.8506 0.127
H -1.0043 0.9220 -3.0392 0.040
H -1.9954 1.0582 -4.4944 0.084
H -0.8951 -0.2893 -4.3340 0.064
H -3.5852 1.2393 -2.0822 0.071
H -4.7088 -0.0899 -2.3796 0.088
H -4.2252 0.9685 -3.7123 0.078
C 0.8234 -4.4104 -1.8301 -0.010
N 0.8891 -3.2815 -0.9361 -0.068
C 0.9270 -3.3745 0.5063 -0.015
C 0.9366 -1.9113 0.9155 -0.443
O 1.0903 -1.5014 2.0322 0.098
N 0.7827 -1.1476 -0.2432 0.026
C 0.7911 -1.9952 -1.2749 -0.416
N 0.7706 -1.5894 -2.5440 0.235
H 1.3785 -5.2383 -1.3924 0.098
H 1.2999 -4.1736 -2.7815 0.090
H -0.2079 -4.7276 -2.0031 0.089
H 1.8285 -3.8751 0.8620 0.143
H 0.0411 -3.8632 0.9154 0.134
H 0.5724 -0.6167 -2.7055 0.079
H 0.4886 -2.2322 -3.2619 0.112

---

4.
16
Properties=species:S:1:pos:R:3:nbo_charge:R:1 method="wB97M-V/def2-TZVPD" multiplicity=1 max_force_ev_per_a=2.79 energy_ev=-9895.105 smiles="N#CC1=CC=CC=CC1" lumo_ev="-0.13 / -0.12" relative_energy_kcal_mol=85.4 homo_ev="-8.90 / -8.90"
C -1.3605 -1.8908 0.4504 0.245
C 1.0101 -0.0607 0.5364 -0.121
C 0.8826 -0.2682 -0.7807 -0.266
C -1.4690 0.1055 -1.2810 -0.202
C -1.5509 0.4571 0.1704 -0.191
C 0.0999 -0.4144 1.7569 -0.467
C -0.2525 -0.3788 -1.6321 -0.203
C -1.0968 -0.5951 0.8989 -0.096
N -1.4731 -3.0274 0.4073 -0.293
H 1.8770 0.4069 0.8490 0.194
H 1.8782 -0.1495 -1.2803 0.233
H -2.2737 0.3040 -1.9390 0.216
H -1.3201 1.4582 0.5687 0.217
H 0.4541 -1.3092 2.3225 0.254
H 0.2736 0.6183 2.2256 0.251
H -0.2381 -0.7151 -2.6656 0.229

---

Please write out number 1 again, unchanged.
8
Properties=species:S:1:pos:R:3:nbo_charge:R:1 method="wB97M-V/def2-TZVPD" multiplicity=3 max_force_ev_per_a=4.85 energy_ev=-19984.965 s_squared=2.01 lumo_ev="-0.64 / -2.95" relative_energy_kcal_mol=18.8 homo_ev="-8.24 / -10.51"
N 0.2798 -0.5571 -0.5144 -1.071
N -2.7042 0.2830 -0.0185 0.496
O -2.0017 1.2707 0.2188 -0.299
O -1.0074 -2.7623 -0.2541 -0.823
O -3.8909 0.2910 -0.2841 -0.220
S -0.7874 -1.5358 0.4577 1.118
H 1.2396 -0.8956 -0.6744 0.395
H 0.2325 0.4634 -0.3407 0.403